ORCA calculation (ωB97M-V/def2-TZVPD) on 8 unconnected molecules or ions with the total composition C19H35Br4Cl9O3 at a distorted geometry.

Its SMILES is ClC(Cl)Cl.ClC(Cl)Cl.ClC(Cl)Cl.C1CCOC1.C1CCOC1.C1CCOC1.BrCCBr.BrCCBr. The lowest unoccupied orbital energy is -0.1 eV. The maximum force is 3.539 eV/Å. The calculation puts the energy relative to the best compared isomer or geometry (same formula, charge and spin) at 7.5 kcal/mol. For the frontier orbital gap, the calculation gives 9.342 eV. As for the multiplicity: 1.

```
70
C19H35Br4Cl9O3, DFT ωB97M-V/def2-TZVPD
Br 25.38993 -16.99736 -30.46235
Br 24.42415 -21.82530 -29.54501
Br 28.48174 -19.50924 -28.22464
Br 28.03085 -15.40867 -27.03349
Cl 24.32808 -24.66734 -23.91422
Cl 23.37391 -22.87445 -21.85447
Cl 25.68510 -21.09555 -24.03545
Cl 27.12703 -20.05683 -19.37556
Cl 25.73832 -22.40199 -19.87147
Cl 24.38854 -19.89722 -19.68179
Cl 27.85348 -19.08217 -23.54971
Cl 21.53485 -24.10084 -23.90309
Cl 25.47648 -18.48600 -25.35811
O 33.47146 -20.66094 -24.65034
O 31.39487 -14.45413 -23.30006
O 28.68926 -22.27827 -24.57151
C 31.39589 -19.74895 -24.04017
C 30.13778 -14.26971 -24.13124
C 32.52541 -20.58222 -23.57887
C 27.11598 -20.69377 -29.10218
C 28.75272 -22.45836 -23.20615
C 29.55491 -15.63429 -24.22115
C 31.40629 -15.77647 -22.70137
C 26.51565 -16.06160 -27.93409
C 26.81045 -16.05002 -29.40458
C 28.21943 -24.49759 -24.11001
C 25.78786 -20.79259 -20.20447
C 29.95993 -16.29622 -23.00758
C 31.40549 -20.25525 -25.51339
C 32.79060 -20.73512 -25.90889
C 23.11102 -23.47818 -23.49663
C 25.64080 -20.38914 -28.78382
C 26.64177 -19.77813 -24.77668
C 29.00050 -23.95554 -22.86850
C 28.14475 -23.41103 -25.16100
H 27.83226 -22.16540 -22.70115
H 27.08803 -23.19447 -25.31762
H 27.68210 -16.65855 -29.64546
H 28.57556 -24.26997 -21.91527
H 28.72025 -25.39520 -24.47275
H 30.64274 -21.02961 -25.43162
H 33.18018 -20.11412 -26.71554
H 27.20553 -24.84794 -23.91674
H 27.26397 -20.16968 -25.58146
H 26.20497 -17.06451 -27.64127
H 29.56210 -13.60894 -23.48310
H 25.59494 -15.50063 -27.77373
H 28.47053 -15.64946 -24.33058
H 30.05789 -24.21971 -22.88413
H 31.15359 -19.40797 -26.15117
H 25.32773 -20.47787 -27.74352
H 32.14015 -16.42046 -23.18597
H 32.95421 -20.19209 -22.65581
H 25.35106 -19.44964 -29.25445
H 30.48447 -19.84967 -23.45088
H 23.27469 -22.67960 -24.22023
H 26.90017 -15.00116 -29.68732
H 29.29658 -15.95457 -22.21301
H 29.94459 -17.38598 -23.02476
H 25.87463 -20.59857 -21.27354
H 29.93435 -16.12132 -25.11944
H 28.57152 -23.70982 -26.11844
H 32.19078 -21.58323 -23.30665
H 31.66138 -18.69478 -24.11979
H 31.67366 -15.65207 -21.65202
H 29.46836 -21.69909 -22.89075
H 27.37136 -20.70209 -30.16181
H 27.34753 -21.70814 -28.77730
H 30.29730 -13.71609 -25.05653
H 32.68721 -21.78192 -26.19458
```

***

ORCA calculation (ωB97M-V/def2-TZVPD) on 2 unconnected molecules or ions with the total composition C6H15N3O3 at a distorted geometry.

Its SMILES is C[C@@H](O)CC=O.CN(N)C(N)=O. The lowest unoccupied orbital energy is 0.6 eV. The maximum force is 1.302 eV/Å. The calculation puts the energy relative to the best compared isomer or geometry (same formula, charge and spin) at 58.7 kcal/mol. For the frontier orbital gap, the calculation gives 9.721 eV. As for the multiplicity: 1.

```
27
C6H15N3O3, DFT ωB97M-V/def2-TZVPD
O -4.53314 0.08898 -1.61025
O -1.06268 0.93154 0.35329
O 3.20770 2.33082 0.29580
N 1.69657 0.76877 -0.46727
N 4.81191 0.41333 1.36381
N 3.59819 0.12096 0.74180
C 3.14535 -1.26850 0.63647
C -3.38408 0.47859 0.37359
C -2.10907 0.91862 0.97392
C 2.85935 1.16283 0.23693
C -3.21034 0.12142 -1.12077
C -2.50904 -1.20823 -1.32417
H -2.63930 0.92166 -1.59965
H -2.13143 1.21463 2.03329
H 4.79787 0.14970 2.34061
H -2.99891 -1.99210 -0.74524
H -4.52862 -0.14009 -2.56466
H -1.44862 -1.21454 -1.03859
H 1.19720 1.61694 -0.72543
H 2.28914 -1.46135 1.29576
H 2.86465 -1.52916 -0.39725
H -4.10138 1.29911 0.44642
H 1.07107 0.17683 0.08043
H -2.57356 -1.48390 -2.38859
H 5.56536 -0.15242 0.92547
H 3.96757 -1.92609 0.94884
H -3.84177 -0.33832 0.93546
```

***

ORCA calculation (ωB97M-V/def2-TZVPD) on a gas-phase ion, C7H10F2N3O2S (charge -1) at a distorted geometry.

The lowest unoccupied orbital energy is 3.2 eV. The maximum force is 4.334 eV/Å. The calculation puts the energy relative to the best compared isomer or geometry (same formula, charge and spin) at 0.0 kcal/mol. For the frontier orbital gap, the calculation gives 7.426 eV. As for the multiplicity: 1. Its charge is -1.

```
25
C7H10F2N3O2S, DFT ωB97M-V/def2-TZVPD
S -2.29509 -0.44700 2.06684
F -2.82128 -1.05056 -1.54132
F -2.03851 0.96988 -1.46751
O -2.40904 0.95902 2.40348
O -3.61614 -1.14381 1.85298
N -1.50619 -0.59061 0.34884
N 1.94968 -0.87163 -0.70704
N 1.97896 0.26615 -0.04250
C -0.10383 -0.48866 0.10460
C 3.12663 1.11224 -0.14031
C 0.22118 -2.59164 -1.40532
C 0.34845 1.93259 1.06729
C 0.73990 0.62153 0.40251
C 0.71309 -1.40265 -0.59578
C -2.45623 -0.11352 -0.65581
H 3.48313 1.22992 -1.09294
H 3.98865 0.94534 0.64276
H 0.36280 2.82085 0.41000
H -0.67556 1.82191 1.59655
H 2.81481 2.08755 0.19213
H -0.67413 -3.04066 -1.02556
H 1.19345 2.26320 1.73970
H 0.92164 -3.34449 -1.52765
H 0.20283 -2.20775 -2.46385
H -3.44920 0.26278 -0.16210
```

***

ORCA calculation (ωB97M-V/def2-TZVPD) on 2 unconnected molecules or ions with the total composition C4H10NO4 at a distorted geometry.

The lowest unoccupied orbital energy is 3.5 eV. The maximum force is 4.903 eV/Å. The calculation puts the energy relative to the best compared isomer or geometry (same formula, charge and spin) at 98.1 kcal/mol. For the frontier orbital gap, the calculation gives 6.866 eV. As for the multiplicity: 1. Its charge is -1.

```
19
C4H10NO4, DFT ωB97M-V/def2-TZVPD
O 0.85509 0.73872 -2.67912
O -2.85696 -0.95648 -0.18040
O -1.73935 -2.01437 1.43949
O 1.64126 1.41300 -0.33478
N -1.21200 1.27056 0.05388
C -0.72926 0.05686 0.85089
C 1.77810 0.48218 0.50788
C 0.41996 -0.69553 0.29070
C -1.89196 -0.97355 0.63227
H 0.22918 1.35289 -2.23569
H -0.47557 1.98336 -0.08191
H -0.58214 0.35520 1.88096
H 2.66346 -0.14421 0.30705
H 1.71814 0.66616 1.62238
H 0.52396 -1.83570 0.60636
H -1.35095 0.93858 -0.93647
H 1.69700 0.46201 -2.01188
H 0.37219 -0.51796 -0.92292
H -1.06016 -2.58169 1.19132
```

***

> What is the multiplicity in the fourth record?

1

***

> frontier orbital gap of number 1 (C19H35Br4Cl9O3)?

9.342 eV

***

> Look up the multiplicity of the third one.

1